[1]
{
  "formula": "C4F7NO3",
  "method": "ωB97M-V with the def2-TZVPD basis set",
  "species": ["O", "N", "O", "O", "C", "F", "C", "F", "F", "C", "F", "F", "C", "F", "F"],
  "coordinates": [[0.44594, 1.32338, -2.43825], [1.28390, 1.66684, -1.74617], [2.15795, 2.43387, -1.77628], [1.35221, 0.92008, -0.30981], [0.61163, -0.24746, -0.17834], [0.95261, -1.11318, -1.10832], [-1.00111, 0.03220, -0.13474], [-1.75626, -0.09753, -1.27917], [-1.17042, 1.32373, 0.23586], [-1.20734, -0.87755, 1.03421], [-1.63554, -2.11420, 0.64879], [-2.05139, -0.37625, 1.97874], [0.34093, -0.82021, 1.30959], [0.92942, -2.05965, 1.51963], [0.74745, 0.00593, 2.24425]],
  "forces_ev_per_a": [[-2.28, -0.92, -1.73], [1.69, -0.30, 2.79], [0.41, 0.46, 0.03], [0.16, -0.50, 0.29], [-2.36, 2.40, -0.02], [0.30, -1.40, -0.32], [0.05, 1.76, -3.12], [0.85, -0.72, 1.37], [0.11, -0.30, 0.38], [-1.20, -0.63, 0.91], [0.60, 0.97, 0.46], [0.95, -0.67, -0.56], [1.88, -1.91, -0.67], [-0.89, 1.46, -0.28], [-0.28, 0.30, 0.47]],
  "smiles": "O=[N+]([O-])OC1(F)C(F)(F)C(F)(F)C1(F)F",
  "lumo_ev": -0.2974,
  "homo_lumo_gap_ev": 11.3,
  "relative_energy_kj_mol": 0.00,
  "e_homo_ev": -11.6,
  "fmax_ev_per_a": 3.584
}

[2]
{
  "formula": "C4H10",
  "method": "ωB97M-V with the def2-TZVPD basis set",
  "species": ["C", "C", "C", "C", "H", "H", "H", "H", "H", "H", "H", "H", "H", "H"],
  "coordinates": [[-0.27702, 1.02036, 1.27820], [-0.88849, -0.11290, 0.43075], [-0.28087, -0.25349, -0.89428], [1.23755, -0.73664, -0.88105], [0.65479, 0.76828, 1.61443], [-0.95679, 1.19801, 1.99155], [-0.47276, 2.07741, 0.70448], [-2.17204, 0.14435, 0.32674], [-0.77997, -1.17314, 0.93194], [-0.36625, 0.61298, -1.58662], [-0.59976, -1.04936, -1.35970], [1.97353, 0.10167, -0.45892], [1.71942, -0.86372, -1.81355], [1.20868, -1.73381, -0.28396]],
  "forces_ev_per_a": [[-2.42, 1.69, -4.77], [-3.17, -0.29, 1.38], [4.08, 3.06, -0.47], [0.34, 1.58, 3.25], [2.51, 0.06, 0.76], [-1.98, 0.29, 3.54], [1.47, -2.49, 0.84], [3.79, -0.98, 0.23], [-0.42, 2.11, -0.48], [-0.14, -0.29, 0.68], [-2.91, -3.97, -2.70], [-1.57, -1.97, -0.01], [-0.27, -0.59, -1.40], [0.70, 1.80, -0.84]],
  "smiles": "CCCC",
  "lumo_ev": 1.2279,
  "homo_lumo_gap_ev": 11.8,
  "relative_energy_kj_mol": 229.58,
  "e_homo_ev": -10.6,
  "fmax_ev_per_a": 5.617
}

[3]
{
  "formula": "C4H10",
  "method": "ωB97M-V with the def2-TZVPD basis set",
  "species": ["C", "C", "C", "C", "H", "H", "H", "H", "H", "H", "H", "H", "H", "H"],
  "coordinates": [[0.69054, -1.59951, 0.88452], [0.45237, -0.11512, 0.59809], [-0.51979, 0.11440, -0.56907], [-0.70838, 1.61715, -0.85606], [-0.26030, -2.13884, 0.82537], [1.25411, -1.74240, 1.80275], [1.25912, -2.06595, 0.07526], [1.37574, 0.39041, 0.34045], [0.07211, 0.28108, 1.54461], [0.04320, -0.28967, -1.40180], [-1.46112, -0.41166, -0.44210], [-1.61127, 1.75784, -1.44677], [0.15848, 1.96387, -1.39845], [-0.74481, 2.23841, 0.04322]],
  "forces_ev_per_a": [[0.16, 0.00, -1.19], [-0.78, -0.60, 0.44], [1.06, 0.78, 0.60], [-0.12, -0.56, 0.25], [0.04, 0.04, 0.71], [-0.29, -0.22, 0.15], [0.26, 0.10, 0.00], [0.31, 0.15, 0.20], [-0.06, 0.50, -0.22], [-0.44, -0.42, -0.58], [-0.07, -0.09, 0.06], [0.07, 0.31, -0.08], [0.15, 0.25, -0.39], [-0.30, -0.23, 0.06]],
  "smiles": "CCCC",
  "lumo_ev": 1.3189,
  "homo_lumo_gap_ev": 12.5,
  "relative_energy_kj_mol": 29.64,
  "e_homo_ev": -11.2,
  "fmax_ev_per_a": 1.449
}

[4]
{
  "formula": "C4H10",
  "method": "ωB97M-V with the def2-TZVPD basis set",
  "species": ["C", "C", "C", "C", "H", "H", "H", "H", "H", "H", "H", "H", "H", "H"],
  "coordinates": [[0.19970, -1.71827, 0.49661], [-0.37840, -0.48429, 0.76431], [-1.38745, 0.07710, -0.08467], [1.22207, 1.40381, -0.61984], [1.14996, -1.86703, 0.94777], [-0.06970, -2.36069, -0.39110], [0.03045, 0.26926, 1.43603], [1.87774, 1.77924, -1.44445], [-1.79386, -0.31118, -0.99443], [-2.10590, -1.47722, 0.82686], [-1.50922, 1.11854, 0.17733], [1.49123, 0.64072, 0.12434], [0.51524, 0.68743, -1.12376], [0.75813, 2.24261, -0.11499]],
  "forces_ev_per_a": [[0.13, 2.32, -0.28], [2.35, -3.48, -1.78], [-2.35, -1.86, 2.36], [-0.56, -1.24, -1.28], [0.57, -0.62, 0.41], [-0.05, 0.76, 1.31], [0.01, -0.83, 0.48], [0.11, -0.60, 1.25], [0.56, -0.12, -0.53], [-0.71, 3.19, -1.21], [-1.23, 0.04, -0.19], [1.54, 0.94, -0.35], [0.03, 1.47, -0.07], [-0.39, 0.03, -0.12]],
  "lumo_ev": -0.6678,
  "homo_lumo_gap_ev": 6.8,
  "relative_energy_kj_mol": 646.10,
  "e_homo_ev": -7.5,
  "fmax_ev_per_a": 4.563
}